Here is a 11-piece molecular cluster, C33H64O23 overall at a distorted geometry from the Open Molecules 2025 dataset. Energies are from ωB97M-V/def2-TZVPD.

Geometry (Å):
O  1.780  5.499  -0.284
C  1.986  4.509  0.418
O  1.458  3.292  0.216
C  1.956  2.354  1.175
C  2.856  3.163  2.143
O  2.675  4.530  1.573
H  1.122  1.823  1.646
H  2.593  1.609  0.644
H  3.960  2.968  2.062
H  2.479  3.137  3.166
O  3.702  0.462  2.833
C  2.837  -0.373  3.051
O  1.657  -0.020  3.620
C  0.859  -1.232  3.779
C  1.614  -2.278  3.028
O  2.942  -1.656  2.802
H  0.746  -1.358  4.836
H  -0.079  -1.172  3.242
H  1.298  -2.308  2.008
H  1.876  -3.228  3.415
O  2.933  -2.609  -0.039
C  3.969  -1.949  0.083
O  5.158  -2.474  0.392
C  6.158  -1.454  0.319
C  5.322  -0.186  0.271
O  4.060  -0.656  -0.097
H  6.776  -1.479  1.234
H  6.761  -1.566  -0.571
H  5.686  0.525  -0.480
H  5.190  0.369  1.151
O  -0.041  -2.931  -3.850
C  0.012  -3.590  -2.807
O  0.652  -3.189  -1.641
C  0.392  -4.188  -0.659
C  -0.684  -5.068  -1.283
O  -0.647  -4.759  -2.658
H  1.401  -4.642  -0.402
H  -0.006  -3.713  0.232
H  -1.654  -4.752  -0.814
H  -0.527  -6.115  -1.105
O  3.933  2.938  -1.470
C  3.438  3.744  -2.230
O  4.008  4.918  -2.412
C  3.088  5.762  -3.237
C  2.254  4.704  -3.862
O  2.417  3.571  -2.997
H  2.570  6.452  -2.603
H  3.687  6.359  -3.966
H  2.664  4.326  -4.839
H  1.192  5.010  -4.064
O  -0.997  -1.098  1.118
C  -0.576  -0.662  0.073
O  -1.210  -0.626  -1.118
C  -0.297  -0.066  -2.110
C  0.991  -0.040  -1.380
O  0.631  -0.122  0.002
H  -0.317  -0.761  -2.942
H  -0.654  0.945  -2.473
H  1.625  0.848  -1.432
H  1.660  -0.934  -1.553
C  -4.912  -2.157  -0.332
C  -4.370  -3.059  0.770
C  -4.747  -4.425  0.451
O  -2.978  -3.009  0.583
H  -6.004  -2.176  -0.521
H  -4.383  -2.520  -1.149
H  -4.635  -1.071  -0.185
H  -4.659  -2.877  1.820
H  -4.499  -4.531  -0.621
H  -5.843  -4.470  0.606
H  -4.294  -5.169  1.068
H  -2.580  -2.183  0.744
C  -4.802  0.201  4.089
C  -3.463  0.303  3.356
C  -3.148  1.757  3.034
O  -2.468  -0.217  4.204
H  -5.581  0.630  3.514
H  -4.675  0.793  5.004
H  -5.063  -0.819  4.317
H  -3.451  -0.333  2.469
H  -3.083  2.381  3.959
H  -3.832  2.196  2.326
H  -2.166  1.753  2.544
H  -2.150  0.476  4.828
C  -1.423  -4.421  3.573
C  -1.891  -3.889  4.922
C  -1.777  -4.815  6.056
O  -1.079  -2.718  5.275
H  -1.419  -3.713  2.705
H  -1.972  -5.306  3.314
H  -0.401  -4.812  3.653
H  -2.898  -3.513  4.763
H  -2.150  -4.298  6.959
H  -0.717  -5.015  6.293
H  -2.291  -5.794  5.908
H  -1.563  -1.929  5.054
C  0.606  2.233  -6.749
C  1.303  1.010  -6.307
C  2.010  1.049  -5.020
O  0.282  0.025  -6.178
H  0.131  2.759  -5.858
H  -0.202  2.049  -7.463
H  1.159  2.980  -7.299
H  1.903  0.719  -7.173
H  1.300  1.353  -4.236
H  2.836  1.709  -4.886
H  2.434  0.069  -4.718
H  0.733  -0.798  -6.335
C  -2.026  3.962  -3.071
C  -1.572  4.899  -1.980
C  -1.584  4.220  -0.640
O  -0.276  5.431  -2.292
H  -1.160  3.362  -3.238
H  -2.273  4.447  -4.010
H  -2.928  3.366  -2.789
H  -2.276  5.757  -1.861
H  -1.399  5.009  0.156
H  -0.721  3.508  -0.631
H  -2.474  3.629  -0.468
H  0.220  5.442  -1.465

Properties
LUMO energy ... 0.51 eV
SMILES string ... O=C1OCCO1.O=C1OCCO1.O=C1OCCO1.O=C1OCCO1.O=C1OCCO1.O=C1OCCO1.CC(C)O.CC(C)O.CC(C)O.CC(C)O.CC(C)O


Here is a 8-piece molecular cluster, C39H84ClN8O8S overall at a distorted geometry from the Open Molecules 2025 dataset. Energies are from ωB97M-V/def2-TZVPD.

Geometry (Å):
C  -4.047  3.215  1.128
C  -3.356  2.612  0.174
C  -3.761  1.258  -0.300
C  -2.799  0.184  0.215
O  -1.505  0.743  0.350
C  -0.511  -0.142  0.839
C  0.142  0.449  2.124
Cl  -1.046  1.471  2.991
C  0.790  -0.532  3.074
C  1.901  -1.382  2.444
C  -0.971  -1.596  1.003
N  -1.888  -2.084  -0.073
C  -2.690  -3.291  0.364
C  -3.714  -2.982  1.426
C  -3.250  -4.047  -0.835
C  -3.523  -5.529  -0.470
C  -5.037  -5.763  -0.398
C  -2.724  -1.011  -0.711
C  -2.266  -0.730  -2.133
C  -0.779  -0.406  -2.267
C  -0.285  -0.770  -3.680
S  0.249  -2.512  -3.669
H  -3.558  3.757  1.925
H  -5.127  3.179  1.178
H  -2.529  3.150  -0.266
H  -4.716  1.045  0.175
H  -3.937  1.184  -1.372
H  -3.176  -0.084  1.204
H  0.280  -0.133  0.096
H  0.926  1.106  1.768
H  0.051  -1.134  3.596
H  1.258  0.087  3.823
H  2.669  -1.518  3.194
H  2.352  -0.933  1.565
H  1.543  -2.385  2.237
H  -1.367  -1.741  2.000
H  -0.082  -2.206  0.941
H  -1.281  -2.445  -0.817
H  -1.953  -3.956  0.809
H  -4.506  -2.348  1.035
H  -3.307  -2.514  2.316
H  -4.188  -3.901  1.740
H  -4.152  -3.550  -1.179
H  -2.508  -4.010  -1.633
H  -3.062  -6.171  -1.206
H  -3.111  -5.683  0.524
H  -5.506  -5.291  -1.249
H  -5.445  -5.319  0.504
H  -5.205  -6.830  -0.361
H  -3.739  -1.391  -0.774
H  -2.836  0.042  -2.631
H  -2.442  -1.646  -2.698
H  -0.192  -1.035  -1.608
H  -0.559  0.634  -2.052
H  0.512  -0.115  -4.000
H  -1.124  -0.768  -4.363
H  1.285  -2.494  -2.808
C  -5.174  -7.692  -5.484
C  -4.822  -7.764  -4.018
O  -5.442  -7.137  -3.170
N  -3.780  -8.560  -3.662
C  -2.935  -9.373  -4.520
H  -6.020  -7.024  -5.607
H  -4.334  -7.304  -6.061
H  -5.451  -8.678  -5.860
H  -3.600  -8.566  -2.671
H  -3.009  -10.418  -4.219
H  -1.897  -9.055  -4.416
H  -3.229  -9.283  -5.559
C  2.141  1.069  6.640
C  2.982  1.714  5.564
O  3.000  1.291  4.410
N  3.726  2.784  5.912
C  3.837  3.425  7.216
H  1.604  0.228  6.212
H  2.773  0.704  7.450
H  1.416  1.781  7.035
H  4.264  3.163  5.149
H  3.529  4.467  7.123
H  4.879  3.393  7.535
H  3.217  2.932  7.955
C  5.845  -0.919  -2.154
C  4.343  -1.066  -2.151
O  3.792  -2.071  -2.583
N  3.618  -0.039  -1.640
C  4.095  1.215  -1.067
H  6.281  -1.814  -2.587
H  6.143  -0.058  -2.754
H  6.219  -0.803  -1.137
H  2.623  -0.197  -1.672
H  3.745  1.286  -0.037
H  3.686  2.037  -1.629
H  5.177  1.279  -1.082
C  3.499  3.737  -0.667
C  2.066  3.270  -0.565
O  1.437  2.873  -1.543
N  1.470  3.290  0.653
C  2.001  3.707  1.944
H  3.816  3.647  -1.678
H  3.582  4.779  -0.354
H  4.143  3.119  -0.048
H  0.517  2.957  0.628
H  1.960  2.854  2.624
H  1.377  4.512  2.338
H  3.027  4.051  1.873
C  -7.788  -4.051  -3.135
C  -8.476  -3.539  -1.889
O  -8.575  -4.213  -0.877
N  -8.991  -2.279  -1.931
C  -8.973  -1.335  -3.033
H  -7.432  -5.063  -2.957
H  -8.488  -4.072  -3.971
H  -6.934  -3.418  -3.381
H  -9.436  -2.000  -1.070
H  -8.456  -0.423  -2.727
H  -9.996  -1.076  -3.310
H  -8.469  -1.753  -3.898
C  6.969  5.118  5.014
C  6.612  5.866  6.279
O  6.753  5.371  7.386
N  6.122  7.126  6.148
C  5.885  7.879  4.930
H  7.344  4.136  5.284
H  6.089  4.995  4.379
H  7.744  5.647  4.461
H  5.907  7.565  7.030
H  6.477  8.796  4.947
H  4.830  8.149  4.866
H  6.156  7.302  4.053
C  3.938  5.282  -2.824
C  5.410  4.898  -2.697
O  5.856  4.251  -1.759
N  6.242  5.307  -3.686
C  5.916  6.077  -4.874
H  3.333  4.893  -1.954
H  3.845  6.370  -2.845
H  3.519  4.860  -3.740
H  7.200  5.026  -3.547
H  6.179  5.502  -5.763
H  6.492  7.003  -4.877
H  4.860  6.317  -4.907

Properties
LUMO energy ... -1.69 eV
Total charge ... +1